Record 1
HNO2 | the ωB97M-V functional and the def2-TZVPD basis

```
4
Properties=species:S:1:pos:R:3
O -1.29343 0.04768 -0.01843
N -0.37453 -0.68780 -0.00200
O 0.93886 -0.12610 -0.02243
H 0.72910 0.76622 0.04286
```

Results
lowest unoccupied orbital energy	-0.058	eV
structure (SMILES)	O=NO
E_tot	-205.7349	Eh
maximum force	3.5	eV/Å
relative energy (zero: lowest compared OMol25 entry of this formula, charge and spin)	21.4	kJ/mol
E_HOMO	-10.94	eV

---

Record 2
HNO2P2 | the ωB97M-V functional and the def2-TZVPD basis

```
6
Properties=species:S:1:pos:R:3
N 0.56577 1.32959 -1.20557
O 0.70222 -0.65304 0.66398
O -1.75699 -0.85326 0.93482
P 1.50289 0.77699 -0.11318
P -0.52562 -1.61833 0.66084
H -0.48828 1.01804 -0.94088
```

Results
lowest unoccupied orbital energy (spin up / spin down)	-1.622 / -5.124	eV
E_tot	-888.4139	Eh
maximum force	4.2	eV/Å
2S+1	3
relative energy (zero: lowest compared OMol25 entry of this formula, charge and spin)	96.4	kJ/mol
E_HOMO (spin up / spin down)	-6.32 / -10.23	eV

---

Record 3
HNO2S | the ωB97M-V functional and the def2-TZVPD basis

```
5
Properties=species:S:1:pos:R:3
O -3.69089 0.28632 0.00896
N -2.66250 0.07207 -0.50104
O -1.65912 -0.46154 0.48286
S -0.24532 -1.03392 -0.10163
H 0.25917 -0.62075 0.94512
```

Results
lowest unoccupied orbital energy	-0.411	eV
structure (SMILES)	O=NOS
E_tot	-603.8806	Eh
maximum force	3.8	eV/Å
relative energy (zero: lowest compared OMol25 entry of this formula, charge and spin)	209.6	kJ/mol
E_HOMO	-9.30	eV

---

Record 4
HNO2S2 | the ωB97M-V functional and the def2-TZVPD basis

```
6
Properties=species:S:1:pos:R:3
N 2.32418 0.00632 -0.17814
O -0.76606 -0.52325 0.12599
O 1.19903 -2.00669 1.01404
S 2.51188 -1.38258 0.02333
S -0.06503 -1.22944 1.51268
H -1.35268 0.17402 0.28252
```

Results
lowest unoccupied orbital energy (spin up / spin down)	-0.954 / -0.954	eV
E_tot	-1002.0874	Eh
maximum force	3.8	eV/Å
relative energy (zero: lowest compared OMol25 entry of this formula, charge and spin)	108.9	kJ/mol
E_HOMO (spin up / spin down)	-8.23 / -8.23	eV